Record 1
{"formula": "C43H64N4O2S2", "method": "ωB97M-V/def2-TZVPD", "e_homo_ev": -10.504, "charge": 2, "e_lumo_ev": -7.7287, "max_force_ev_per_a": 1.967, "elements": ["C", "C", "C", "C", "C", "C", "C", "C", "N", "C", "C", "C", "C", "C", "C", "C", "C", "C", "S", "S", "C", "C", "C", "C", "C", "C", "C", "C", "C", "C", "C", "C", "C", "O", "N", "C", "O", "H", "H", "H", "H", "H", "H", "H", "H", "H", "H", "H", "H", "H", "H", "H", "H", "H", "H", "H", "H", "H", "H", "H", "H", "H", "H", "H", "H", "H", "H", "H", "H", "H", "H", "H", "H", "H", "H", "H", "H", "H", "H", "H", "H", "H", "H", "H", "H", "H", "H", "C", "N", "C", "C", "C", "C", "C", "C", "C", "C", "N", "C", "C", "C", "H", "H", "H", "H", "H", "H", "H", "H", "H", "H", "H", "H", "H", "H"], "xyz": [[1.288, -5.188, 1.121], [2.185, -4.531, 0.052], [2.643, -5.438, -1.111], [1.732, -6.611, -1.480], [0.279, -6.252, -1.801], [0.111, -5.031, -2.700], [-1.263, -4.340, -2.514], [-2.200, -4.401, -3.740], [-2.788, -3.106, -4.149], [-3.559, -2.504, -3.046], [-4.996, -2.137, -3.428], [-5.970, -2.194, -2.244], [-5.452, -1.586, -0.931], [-6.522, -0.798, -0.165], [-5.947, 0.269, 0.776], [-4.662, -0.127, 1.500], [-4.861, -1.288, 2.495], [-1.973, -2.261, -4.850], [-2.443, -0.755, -5.311], [-0.359, -2.845, -5.349], [0.690, -1.437, -4.878], [2.005, -1.924, -4.263], [2.142, -1.546, -2.784], [1.885, -0.076, -2.520], [2.531, 0.833, -3.375], [2.363, 2.215, -3.282], [3.041, 3.157, -4.239], [1.515, 2.655, -2.271], [0.868, 1.774, -1.406], [1.030, 0.379, -1.484], [0.326, -0.536, -0.514], [0.787, -0.309, 0.950], [0.007, 2.580, -0.498], [-0.687, 2.266, 0.417], [0.108, 3.921, -0.947], [1.109, 4.035, -1.929], [1.491, 5.081, -2.369], [1.407, -6.262, 1.189], [1.517, -4.740, 2.086], [0.250, -4.932, 0.932], [3.089, -4.204, 0.562], [1.679, -3.641, -0.319], [3.606, -5.861, -0.830], [2.853, -4.822, -1.983], [1.806, -7.370, -0.706], [2.162, -7.065, -2.375], [-0.149, -7.106, -2.327], [-0.290, -6.167, -0.877], [0.165, -5.360, -3.734], [0.881, -4.284, -2.543], [-1.098, -3.294, -2.259], [-1.781, -4.809, -1.682], [-1.742, -4.861, -4.609], [-3.051, -5.026, -3.479], [-3.621, -3.232, -2.240], [-3.068, -1.618, -2.648], [-5.340, -2.857, -4.167], [-5.031, -1.149, -3.873], [-6.326, -3.208, -2.073], [-6.854, -1.624, -2.527], [-4.632, -0.903, -1.157], [-5.078, -2.366, -0.269], [-7.146, -0.296, -0.902], [-7.162, -1.490, 0.379], [-5.731, 1.157, 0.182], [-6.678, 0.529, 1.539], [-4.359, 0.739, 2.084], [-3.845, -0.337, 0.820], [-4.938, -0.916, 3.512], [-4.003, -1.957, 2.443], [-5.741, -1.876, 2.252], [0.895, -0.844, -5.763], [0.104, -0.807, -4.219], [2.837, -1.488, -4.810], [2.112, -3.002, -4.357], [3.128, -1.831, -2.418], [1.434, -2.157, -2.238], [3.184, 0.448, -4.142], [3.321, 4.071, -3.731], [3.912, 2.672, -4.667], [2.365, 3.410, -5.052], [0.549, -1.571, -0.720], [-0.754, -0.417, -0.567], [0.951, -1.271, 1.432], [0.029, 0.198, 1.531], [1.731, 0.228, 0.993], [0.239, 4.612, -0.220], [0.948, 4.672, 9.655], [1.495, 4.878, 8.290], [2.629, 4.248, 7.942], [3.152, 4.383, 6.678], [2.497, 5.179, 5.741], [1.334, 5.834, 6.134], [0.855, 5.668, 7.415], [3.005, 5.313, 4.350], [2.199, 4.970, 3.270], [2.672, 5.140, 1.988], [3.899, 5.630, 1.763], [4.705, 5.953, 2.788], [4.284, 5.801, 4.089], [4.368, 5.833, 0.368], [1.706, 4.957, 10.380], [0.688, 3.622, 9.765], [0.064, 5.287, 9.783], [3.095, 3.630, 8.697], [4.058, 3.848, 6.429], [0.795, 6.480, 5.455], [-0.045, 6.158, 7.758], [1.204, 4.568, 3.411], [2.080, 4.889, 1.122], [5.682, 6.340, 2.537], [4.953, 6.086, 4.889], [5.291, 5.278, 0.225], [4.530, 6.896, 0.212], [3.610, 5.473, -0.323]]}

Record 2
{"formula": "C43H64N9O5RbSSi2", "method": "ωB97M-V/def2-TZVPD", "e_above_lowest_ev": 0.1114, "e_homo_ev": -5.434, "e_lumo_ev": -1.5055, "max_force_ev_per_a": 1.078, "elements": ["Rb", "C", "N", "C", "C", "N", "C", "C", "C", "C", "C", "C", "N", "C", "N", "C", "C", "C", "C", "C", "C", "N", "H", "H", "H", "H", "H", "H", "H", "H", "H", "H", "H", "H", "H", "H", "H", "C", "Si", "C", "C", "C", "C", "C", "C", "C", "C", "N", "Si", "C", "C", "C", "H", "H", "H", "H", "H", "H", "H", "H", "H", "H", "H", "H", "H", "H", "H", "H", "H", "H", "H", "H", "H", "H", "O", "C", "C", "C", "C", "C", "C", "C", "O", "N", "O", "O", "H", "H", "H", "H", "N", "C", "C", "N", "H", "H", "H", "H", "H", "H", "H", "H", "H", "C", "C", "C", "S", "O", "C", "C", "C", "H", "H", "H", "H", "H", "H", "H", "H", "H", "H", "H", "H", "H", "H"], "xyz": [[-0.166, 0.069, 0.212], [-2.804, -2.596, -1.653], [-1.413, -2.574, -1.248], [-0.781, -3.828, -1.582], [0.687, -3.833, -1.311], [1.355, -2.951, -0.633], [2.668, -3.414, -0.636], [3.805, -2.870, -0.044], [5.006, -3.535, -0.222], [5.085, -4.720, -0.968], [3.961, -5.280, -1.552], [2.760, -4.607, -1.366], [1.470, -4.858, -1.786], [-3.577, -1.449, -1.095], [-3.169, -0.645, -0.162], [-4.266, 0.169, 0.117], [-4.398, 1.210, 1.030], [-5.610, 1.870, 1.089], [-6.678, 1.509, 0.256], [-6.566, 0.478, -0.657], [-5.344, -0.180, -0.703], [-4.872, -1.226, -1.477], [-3.316, -3.522, -1.334], [-2.853, -2.569, -2.748], [-1.331, -2.376, -0.252], [-0.929, -4.014, -2.652], [-1.231, -4.690, -1.057], [3.716, -1.968, 0.550], [5.905, -3.148, 0.244], [6.039, -5.220, -1.073], [4.021, -6.205, -2.112], [1.148, -5.644, -2.321], [-3.569, 1.496, 1.661], [-5.737, 2.687, 1.787], [-7.612, 2.051, 0.329], [-7.390, 0.204, -1.303], [-5.369, -1.716, -2.198], [-1.573, 0.127, -3.550], [-0.813, 1.850, -3.770], [0.894, 1.513, -4.530], [-1.769, 2.647, -5.196], [-0.784, 2.951, -2.319], [0.399, 3.280, -1.615], [0.573, 4.559, -0.980], [1.659, 4.844, -0.208], [2.662, 3.874, -0.036], [2.478, 2.691, -0.710], [1.428, 2.380, -1.478], [-2.343, 3.826, -1.888], [-2.613, 5.511, -2.708], [-3.843, 2.784, -2.374], [-2.530, 4.097, -0.028], [-1.519, -0.429, -4.493], [-2.623, 0.190, -3.255], [-1.042, -0.455, -2.790], [0.784, 1.399, -5.613], [1.285, 0.581, -4.125], [1.593, 2.327, -4.322], [-1.824, 1.967, -6.052], [-1.249, 3.554, -5.517], [-2.788, 2.934, -4.935], [-0.176, 5.321, -1.148], [1.750, 5.819, 0.257], [3.533, 4.039, 0.583], [3.222, 1.901, -0.604], [-2.531, 5.425, -3.794], [-1.880, 6.252, -2.382], [-3.607, 5.902, -2.473], [-3.989, 2.700, -3.452], [-4.747, 3.233, -1.952], [-3.757, 1.776, -1.966], [-1.861, 4.862, 0.366], [-2.325, 3.174, 0.519], [-3.556, 4.398, 0.198], [-0.865, 1.255, 2.458], [-1.649, 0.983, 3.352], [-2.186, -0.320, 3.701], [-3.069, -0.334, 4.782], [-3.649, -1.502, 5.209], [-3.371, -2.719, 4.558], [-2.518, -2.739, 3.499], [-1.870, -1.550, 2.995], [-1.078, -1.616, 2.024], [-4.553, -1.484, 6.338], [-5.056, -2.541, 6.688], [-4.778, -0.416, 6.887], [-2.026, 1.803, 3.998], [-3.303, 0.590, 5.297], [-3.844, -3.622, 4.916], [-2.292, -3.665, 2.984], [5.459, -0.053, -4.081], [3.968, -0.094, -3.785], [3.791, -0.241, -2.287], [2.384, -0.296, -2.001], [5.653, 0.047, -5.076], [5.907, -0.907, -3.743], [5.883, 0.734, -3.587], [3.552, -0.940, -4.329], [3.548, 0.831, -4.173], [4.332, 0.591, -1.797], [4.272, -1.171, -1.965], [2.228, -0.694, -1.082], [1.967, 0.649, -2.009], [4.744, 1.534, 5.438], [3.398, 1.135, 4.847], [3.565, 0.401, 3.524], [1.980, -0.047, 2.785], [2.315, -0.532, 1.394], [1.565, -1.506, 3.804], [1.818, -2.827, 3.090], [3.265, -3.295, 3.182], [4.617, 2.079, 6.373], [5.298, 2.177, 4.751], [5.360, 0.656, 5.643], [2.780, 2.022, 4.686], [2.856, 0.509, 5.561], [4.184, -0.494, 3.619], [4.016, 1.056, 2.775], [0.511, -1.386, 4.044], [2.143, -1.424, 4.727], [1.508, -2.728, 2.048], [1.152, -3.569, 3.537], [3.943, -2.578, 2.716], [3.406, -4.248, 2.669], [3.572, -3.423, 4.223]]}